# 1
5 unconnected molecules or ions with the total composition C31H33BBrN2O18. Source: the Open Molecules 2025 dataset; level of theory: wB97M-V/def2-TZVPD.

```
86
Properties=species:S:1:pos:R:3:lowdin_charge:R:1
C 0.97 -2.51 3.43 -0.12
C -0.39 -1.92 3.01 -0.25
C -0.27 -1.03 1.77 -0.29
N 0.58 0.11 2.05 -0.01
B -0.04 1.49 1.99 -0.98
Br -0.59 1.87 -0.08 0.58
C -1.37 1.66 2.92 -0.21
N -1.12 2.43 4.15 -0.13
C -2.37 2.66 4.88 -0.16
C 1.09 2.63 2.32 -0.12
C 2.03 2.37 3.44 -0.49
O 1.91 1.65 4.38 0.11
O 3.21 3.16 3.34 0.01
H 0.90 -3.58 3.61 0.05
H 1.34 -2.07 4.35 0.05
H 1.73 -2.33 2.68 0.07
H -1.15 -2.70 2.88 0.09
H -0.72 -1.25 3.80 0.09
H 0.13 -1.65 0.95 0.11
H -1.28 -0.73 1.46 0.09
H 1.40 0.07 1.45 0.09
H -2.12 2.21 2.35 0.07
H -1.84 0.69 3.17 0.09
H -0.58 1.82 4.76 0.09
H -2.22 3.42 5.64 0.06
H -2.74 1.74 5.36 0.07
H -3.15 2.97 4.18 0.07
H 0.63 3.61 2.51 0.12
H 1.70 2.76 1.43 0.05
H 3.93 2.54 3.19 0.10
C 2.07 6.76 -2.01 0.06
C 2.30 5.44 -1.89 -0.23
C 2.55 4.78 -0.55 -0.30
O 2.73 3.58 -0.57 0.10
C 2.56 5.60 0.64 0.09
C 2.33 6.91 0.52 -0.23
C 2.06 7.57 -0.81 -0.32
O 1.85 8.77 -0.80 0.08
O 2.31 7.76 1.55 0.11
O 2.33 4.60 -2.91 0.11
H 1.88 7.24 -2.96 0.13
H 2.75 5.11 1.59 0.12
H 2.11 8.64 1.16 0.11
H 2.50 3.72 -2.51 0.12
C -0.90 2.38 -4.82 0.07
C -1.74 1.71 -3.99 -0.22
C -2.93 0.93 -4.53 -0.31
O -3.62 0.34 -3.72 0.11
C -3.18 0.94 -5.95 0.07
C -2.34 1.61 -6.76 -0.24
C -1.14 2.36 -6.23 -0.32
O -0.45 2.92 -7.07 0.08
O -2.48 1.68 -8.08 0.10
O -1.58 1.67 -2.69 -0.02
H -0.05 2.93 -4.45 0.13
H -4.04 0.40 -6.32 0.12
H -1.72 2.23 -8.38 0.11
H -2.30 1.13 -2.31 0.09
C 4.18 -5.23 8.33 0.07
C 3.50 -4.41 7.51 -0.23
C 3.24 -4.75 6.05 -0.29
O 2.60 -3.94 5.41 0.11
C 3.78 -5.99 5.52 0.08
C 4.46 -6.80 6.34 -0.24
C 4.69 -6.48 7.80 -0.32
O 5.31 -7.30 8.46 0.09
O 4.99 -7.96 5.97 0.11
O 2.99 -3.25 7.89 0.13
H 4.36 -5.00 9.37 0.13
H 3.61 -6.22 4.48 0.14
H 5.41 -8.33 6.77 0.12
H 2.55 -2.87 7.10 0.13
C -4.17 -3.05 -6.14 0.08
C -3.51 -4.22 -6.25 -0.23
C -3.52 -5.04 -7.52 -0.31
O -2.87 -6.07 -7.51 0.10
C -4.28 -4.56 -8.65 0.07
C -4.94 -3.40 -8.54 -0.23
C -4.92 -2.57 -7.28 -0.31
O -5.54 -1.52 -7.30 0.10
O -5.67 -2.87 -9.51 0.12
O -2.80 -4.75 -5.27 0.12
H -4.17 -2.46 -5.23 0.14
H -4.29 -5.16 -9.55 0.13
H -6.02 -2.03 -9.15 0.12
H -2.43 -5.58 -5.62 0.12
```

Values from the calculation:
Energy above the lowest of the compared OMol25 structures with the same formula, charge and spin   0.000 eV
LUMO level   -0.2 eV
Net charge   -1
HOMO   -4.67 eV


# 2
A molecular structure, C8H16NO3S5Ti. Source: the Open Molecules 2025 dataset; level of theory: wB97M-V/def2-TZVPD.

```
34
Properties=species:S:1:pos:R:3:lowdin_spin:R:1
Ti 1.36 -0.29 -0.48 0.82
C -0.65 0.11 2.45 0.00
C 0.45 1.14 2.70 0.00
S 1.54 1.56 1.31 0.01
C 0.74 2.94 0.43 0.00
C -0.30 2.68 -0.70 0.00
S -0.95 0.99 -0.69 0.00
C -1.16 0.49 -2.42 0.00
C -1.45 -1.00 -2.41 0.01
S -0.11 -2.03 -1.68 0.01
C -0.97 -2.91 -0.34 0.00
C -1.42 -2.05 0.83 0.00
S 0.04 -1.34 1.63 0.00
H -1.46 0.52 1.85 0.00
H -1.06 -0.18 3.42 0.00
H 1.14 0.78 3.46 0.00
H 0.02 2.07 3.07 0.00
H 1.58 3.47 -0.01 0.00
H 0.32 3.60 1.19 0.00
H 0.15 2.87 -1.67 0.00
H -1.14 3.36 -0.58 0.00
H -0.25 0.73 -2.99 0.00
H -1.99 1.02 -2.88 0.00
H -1.60 -1.34 -3.43 0.00
H -2.36 -1.22 -1.85 0.00
H -0.23 -3.65 -0.02 0.00
H -1.80 -3.46 -0.77 0.00
H -1.97 -2.67 1.54 0.00
H -2.08 -1.24 0.51 0.00
O 2.30 -0.08 -2.21 0.55
O 2.13 1.10 -1.67 0.47
O 4.32 -2.71 1.70 0.09
S 4.11 -1.90 0.52 0.06
N 2.78 -1.37 0.19 -0.05
```

Values from the calculation:
Energy above the lowest of the compared OMol25 structures with the same formula, charge and spin   0.000 eV
Spin multiplicity   3
LUMO level (alpha / beta)   -3.0 / -4.5 eV
Net charge   +1
HOMO (alpha / beta)   -10.98 / -12.08 eV


# 3
A molecular structure, C37H41BClN7O15SSi2. Source: the Open Molecules 2025 dataset; level of theory: wB97M-V/def2-TZVPD.

```
105
Properties=species:S:1:pos:R:3:lowdin_charge:R:1
C 3.94 -3.85 -0.62 0.03
C 4.62 -3.54 -1.92 -0.54
O 4.90 -4.41 -2.71 0.09
O 4.91 -2.24 -2.17 -0.04
C 4.59 -1.79 -3.51 -0.24
C 3.99 -0.39 -3.45 -0.21
Si 2.40 -0.39 -2.44 0.23
Cl 1.49 -2.26 -2.65 0.48
O 1.33 0.72 -3.05 -0.31
Si 0.19 1.39 -2.06 0.46
C -0.75 0.16 -1.02 -0.24
C -2.08 -0.26 -1.65 -0.30
O -2.35 -1.58 -1.18 -0.08
N 0.91 2.63 -0.99 0.02
C 0.13 3.32 -0.38 -0.86
S -0.81 4.11 0.61 0.77
B 2.92 -0.17 -0.50 -0.66
N 2.22 -0.72 0.63 0.15
O 4.12 0.53 -0.29 0.06
H 3.10 -4.49 -0.86 0.09
H 3.55 -2.96 -0.14 0.06
H 4.62 -4.40 0.04 0.09
H 5.53 -1.75 -4.08 0.13
H 3.96 -2.51 -4.02 0.10
H 4.69 0.28 -2.97 0.09
H 3.77 -0.10 -4.47 0.10
H -0.76 2.10 -2.92 0.03
H -0.21 -0.74 -0.75 0.06
H -0.97 0.67 -0.07 0.08
H -2.87 0.40 -1.29 0.11
H -2.03 -0.24 -2.74 0.11
H -3.04 -1.98 -1.71 0.09
H 1.39 -0.23 0.94 0.07
H 2.85 -0.82 1.42 0.08
H 4.86 -0.08 -0.45 0.09
C 2.29 -8.02 -3.95 -0.06
C 1.06 -8.65 -3.98 -0.06
C -0.11 -7.93 -3.79 -0.01
C -0.01 -6.56 -3.57 -0.14
C 1.21 -5.91 -3.53 -0.01
C 2.37 -6.65 -3.72 -0.05
N -1.24 -5.78 -3.38 -0.35
O -2.30 -6.38 -3.39 0.07
O -1.13 -4.58 -3.22 0.06
H 3.20 -8.59 -4.10 0.08
H 1.00 -9.72 -4.15 0.11
H -1.07 -8.41 -3.81 0.12
H 1.27 -4.85 -3.36 0.05
H 3.33 -6.15 -3.69 0.09
C -0.51 6.68 6.88 -0.06
C -1.54 7.56 6.58 -0.06
C -2.29 7.38 5.43 -0.01
C -1.98 6.31 4.60 -0.15
C -0.95 5.43 4.88 0.00
C -0.21 5.62 6.03 -0.06
N -2.78 6.10 3.38 -0.34
O -3.67 6.89 3.15 0.06
O -2.52 5.14 2.69 -0.02
H 0.07 6.82 7.79 0.11
H -1.77 8.38 7.24 0.11
H -3.09 8.05 5.18 0.12
H -0.73 4.61 4.21 0.12
H 0.60 4.95 6.27 0.11
C -7.02 4.30 4.33 -0.06
C -5.92 5.06 4.73 -0.05
C -5.78 5.43 6.05 0.00
C -6.74 5.04 6.96 -0.15
C -7.84 4.29 6.59 0.00
C -7.98 3.92 5.26 -0.06
N -6.58 5.42 8.38 -0.35
O -5.61 6.09 8.67 0.07
O -7.42 5.03 9.17 0.08
H -7.12 4.01 3.29 0.11
H -5.18 5.36 4.01 0.08
H -4.93 6.02 6.37 0.11
H -8.58 4.00 7.32 0.12
H -8.83 3.34 4.95 0.11
C 8.66 -6.71 -1.10 -0.07
C 9.05 -8.04 -0.95 -0.07
C 8.28 -9.05 -1.49 -0.01
C 7.12 -8.72 -2.17 -0.14
C 6.71 -7.41 -2.33 0.01
C 7.49 -6.40 -1.78 -0.06
N 6.31 -9.79 -2.76 -0.35
O 6.67 -10.94 -2.60 0.09
O 5.32 -9.46 -3.38 0.06
H 9.27 -5.92 -0.68 0.11
H 9.96 -8.28 -0.42 0.11
H 8.57 -10.09 -1.38 0.12
H 5.81 -7.17 -2.86 0.11
H 7.18 -5.37 -1.90 0.10
C -5.40 7.02 -0.98 -0.07
C -5.62 7.08 -2.35 -0.07
C -5.04 6.14 -3.19 -0.01
C -4.25 5.15 -2.64 -0.14
C -4.01 5.07 -1.28 -0.01
C -4.59 6.02 -0.45 -0.05
N -3.66 4.14 -3.53 -0.34
O -3.86 4.24 -4.72 0.08
O -3.00 3.25 -3.01 0.04
H -5.85 7.75 -0.33 0.11
H -6.24 7.86 -2.77 0.11
H -5.21 6.18 -4.26 0.12
H -3.39 4.30 -0.86 0.08
H -4.42 5.97 0.62 0.09
```

Values from the calculation:
LUMO level   -1.0 eV
Net charge   0
HOMO   -9.51 eV